{"formula": "C29H58Cl2O17", "method": "wB97M-V/def2-TZVPD", "symbols": ["C", "C", "O", "C", "O", "O", "C", "H", "H", "H", "H", "H", "H", "H", "H", "C", "C", "O", "C", "O", "O", "C", "H", "H", "H", "H", "H", "H", "H", "H", "C", "C", "O", "C", "O", "O", "C", "H", "H", "H", "H", "H", "H", "H", "H", "C", "C", "O", "C", "C", "O", "H", "H", "H", "H", "H", "H", "H", "H", "C", "C", "O", "C", "C", "O", "H", "H", "H", "H", "H", "H", "H", "H", "C", "C", "O", "C", "C", "O", "H", "H", "H", "H", "H", "H", "H", "H", "C", "C", "O", "C", "C", "O", "H", "H", "H", "H", "H", "H", "H", "H", "Cl", "C", "Cl", "H", "H"], "xyz": [[0.17055, -1.26726, -4.05972], [1.70757, -0.90463, -4.20012], [2.46640, -1.51275, -3.21399], [3.17977, -2.58592, -3.62516], [2.97370, -3.36188, -4.56269], [4.02637, -2.85424, -2.58769], [4.69061, -4.07645, -2.58723], [-0.21480, -1.27864, -3.04019], [0.14464, -2.26965, -4.48709], [-0.38175, -0.59497, -4.71628], [1.75685, 0.16012, -3.97218], [2.03283, -0.88695, -5.24030], [5.41664, -4.03652, -1.77521], [5.25019, -4.20338, -3.51398], [4.00627, -4.91423, -2.45338], [0.48043, -0.44470, 3.60710], [1.51450, 0.69189, 3.84474], [2.70146, 0.06092, 4.45348], [2.69435, -0.03301, 5.85195], [1.82730, 0.50715, 6.57759], [3.84342, -0.60337, 6.07265], [4.45592, -0.66865, 7.35618], [-0.43453, 0.09541, 3.36369], [0.19654, -1.07846, 4.44725], [0.78835, -1.04192, 2.74884], [1.05289, 1.49145, 4.42416], [1.75268, 1.18107, 2.90023], [4.41131, 0.18930, 8.02703], [5.49881, -0.95264, 7.21531], [3.96608, -1.44600, 7.94259], [-3.40552, -3.39746, 0.23079], [-4.12183, -2.29810, 1.09879], [-5.33593, -2.67591, 1.54921], [-5.52808, -3.34729, 2.74977], [-4.68760, -3.49812, 3.63728], [-6.76674, -3.99620, 2.59373], [-7.40199, -4.38453, 3.80365], [-4.18775, -4.05398, -0.15025], [-2.71868, -4.03979, 0.78194], [-2.82364, -2.96476, -0.58301], [-4.43184, -1.55829, 0.36077], [-3.37207, -1.89081, 1.77708], [-7.49475, -3.51730, 4.45741], [-6.84502, -5.14348, 4.35310], [-8.40566, -4.68306, 3.50091], [4.36861, 4.46743, 1.36721], [4.26987, 3.05403, 1.95086], [4.02571, 2.05729, 0.92254], [2.78414, 1.83412, 0.41674], [2.69397, 0.62973, -0.50464], [1.84090, 2.53601, 0.53847], [5.30497, 4.49963, 0.81015], [4.30466, 5.22727, 2.14610], [3.58716, 4.70489, 0.64538], [5.16412, 2.88112, 2.54963], [3.47502, 3.17193, 2.68734], [2.32218, 1.04401, -1.44178], [2.03538, -0.11243, -0.05348], [3.60935, 0.07694, -0.71587], [-6.10085, -0.13787, -6.35063], [-4.63982, 0.04021, -6.10748], [-4.30012, -0.30505, -4.75878], [-3.98621, 0.61962, -3.79124], [-3.87115, -0.01990, -2.38341], [-3.89375, 1.78764, -3.98558], [-6.72085, 0.00755, -5.46601], [-6.51054, -1.05938, -6.76422], [-6.46521, 0.58072, -7.08479], [-4.23441, -0.60735, -6.88491], [-4.16521, 1.00946, -6.26053], [-3.22807, -0.89968, -2.40617], [-4.91282, -0.28662, -2.20484], [-3.49447, 0.77331, -1.73762], [5.02344, -1.50527, 2.27677], [4.54421, -2.63179, 1.34146], [3.27408, -2.26027, 1.03057], [2.29418, -3.23274, 0.66655], [0.95732, -2.72287, -0.02800], [2.53193, -4.44363, 0.68666], [6.10151, -1.59542, 2.40991], [4.59348, -1.47439, 3.27792], [4.87335, -0.54715, 1.77921], [5.15193, -2.64925, 0.43678], [4.53905, -3.59922, 1.84361], [0.05668, -3.31818, 0.12214], [1.03959, -2.58794, -1.10649], [0.69486, -1.76016, 0.41063], [0.93534, 6.08647, -0.66848], [-0.36150, 6.66825, -1.15689], [-1.19918, 5.74092, -1.72410], [-2.12192, 5.16015, -0.97910], [-3.08513, 4.39825, -1.82607], [-2.22221, 5.29495, 0.23765], [1.34375, 5.93374, -1.66746], [0.88617, 5.16271, -0.09199], [1.55894, 6.82645, -0.16682], [-0.83414, 7.18896, -0.32407], [-0.24341, 7.44550, -1.91188], [-2.59680, 3.50639, -2.21879], [-3.56161, 4.99459, -2.60417], [-3.93310, 4.16435, -1.18238], [-0.73746, 0.09362, -0.74111], [-1.52974, 1.42751, 0.18429], [-2.88403, 0.71045, 1.06807], [-0.89145, 1.80768, 0.98189], [-1.90892, 2.23074, -0.44749]], "atomic_forces_ev_per_a": [[2.0, -0.7, -1.2], [-3.3, 2.7, 0.2], [1.8, -1.3, -0.9], [-0.6, -2.9, 0.9], [0.6, 2.6, 1.6], [-1.1, 1.6, -0.8], [0.9, -0.9, -0.4], [0.3, 0.2, -0.1], [-0.7, -0.2, 0.1], [-0.2, 0.0, 0.2], [0.2, 0.2, 0.3], [0.4, -1.2, 0.1], [-0.2, 0.0, 0.1], [-0.1, -0.2, -0.1], [0.0, 0.0, 0.0], [-0.1, 1.4, -0.5], [-0.7, -1.8, 0.7], [-1.3, 1.1, 1.0], [-2.7, 3.3, -1.2], [3.1, -2.4, -1.7], [1.0, -0.2, 1.1], [-0.3, -0.9, 1.2], [-0.3, -0.2, -0.4], [0.6, 0.2, 0.2], [-0.1, -0.2, 0.1], [0.4, -0.3, 0.7], [0.7, -0.5, 0.0], [-0.2, 0.6, -0.8], [-0.2, 0.1, -0.3], [0.0, -0.3, -0.1], [-0.5, -0.1, 0.8], [3.0, 0.2, -2.8], [-3.1, -2.0, 3.4], [1.2, -1.5, -0.9], [-2.6, 0.7, -2.0], [2.3, 1.7, 0.4], [-0.1, 0.4, 0.4], [0.1, 0.1, -0.4], [-0.1, 0.1, 0.3], [-0.2, 0.2, 0.0], [0.6, 0.5, 0.2], [-0.6, 0.1, 0.5], [0.0, 0.0, 0.1], [-0.1, -0.2, -0.3], [0.2, -0.3, 0.2], [0.4, -0.5, -0.8], [-1.4, 1.8, 0.0], [0.3, -0.3, 1.0], [1.8, -1.2, -1.0], [0.8, -0.1, 0.2], [-1.4, 1.5, 1.1], [0.1, 0.6, 0.1], [0.4, -0.1, 0.1], [-0.2, -0.3, 0.1], [0.1, -0.9, -0.6], [-0.5, -1.0, -0.1], [-0.3, -0.4, 0.0], [-0.3, 0.3, -0.2], [0.2, 0.4, 0.2], [-2.2, 1.1, 0.0], [0.5, 0.2, -0.1], [0.5, -1.1, 0.9], [-0.2, -1.5, -0.1], [-0.2, 0.6, -1.9], [0.1, 1.1, -0.4], [0.2, 0.3, 0.2], [1.0, -0.6, 0.1], [0.1, 0.4, 0.0], [1.2, -0.5, 0.8], [-0.8, 0.4, -0.3], [-0.2, 0.1, 0.1], [0.1, -0.2, 0.6], [-0.2, -0.4, 0.1], [1.0, -0.3, -0.4], [1.6, 0.1, 1.8], [-5.6, -0.6, -1.8], [1.0, -2.1, -1.5], [0.9, 1.0, 1.5], [-0.2, 2.9, 0.5], [0.2, -0.1, 0.1], [-0.4, -0.2, -0.3], [-0.2, 0.1, 0.1], [0.1, -0.2, -0.1], [0.3, -0.1, -0.1], [0.6, -0.7, 0.4], [0.6, 0.0, 0.1], [0.2, 0.1, -0.2], [0.5, 0.2, -1.6], [0.1, 2.3, 2.3], [-0.5, -1.0, -1.2], [-1.0, 0.5, 1.8], [-0.8, -0.2, 0.6], [0.4, -0.3, -1.7], [1.2, -0.9, 0.4], [-0.3, 0.1, -0.1], [-0.2, 0.0, 0.1], [-0.6, -0.2, 0.1], [0.5, -0.2, -0.1], [-0.3, 0.0, -0.3], [0.7, 0.0, -0.3], [0.2, -0.6, 0.1], [-0.2, 1.1, 0.2], [-0.1, -0.5, 0.6], [-0.3, 0.3, 0.1], [0.4, -0.1, -0.6], [0.3, -0.4, -0.1]], "e_tot_ha": -3339.17389, "gap_ev": 10.8, "homo_ev": -10.25, "smiles": "CCOC(=O)OC.CCOC(=O)OC.CCOC(=O)OC.CCOC(C)=O.CCOC(C)=O.CCOC(C)=O.CCOC(C)=O.ClCCl"}